# 1
Molecular formula: C36H57N5O8S4
Method: DFT, wB97M-V/def2-TZVPD

Atoms and positions in Å:
O  2.611  -13.565  6.585
S  2.267  -15.001  6.647
O  0.930  -15.510  6.167
C  3.745  -16.076  5.941
C  4.698  -16.273  7.118
C  3.764  -16.634  8.346
C  2.646  -15.608  8.330
H  4.056  -15.755  4.947
H  3.111  -16.954  5.814
H  5.436  -17.015  6.816
H  5.341  -15.419  7.333
H  4.199  -16.695  9.344
H  3.536  -17.652  8.030
H  2.622  -14.853  9.116
H  1.728  -16.173  8.491
O  4.613  -19.970  12.494
S  5.545  -18.848  12.393
O  4.982  -17.532  12.039
C  6.740  -18.596  13.819
C  8.199  -18.921  13.320
C  8.076  -19.809  12.038
C  6.865  -19.358  11.147
H  6.493  -19.423  14.485
H  6.534  -17.660  14.338
H  8.629  -17.983  12.967
H  8.967  -19.095  14.074
H  8.113  -20.845  12.375
H  8.999  -19.820  11.458
H  6.437  -20.112  10.486
H  7.152  -18.510  10.525
O  10.037  -13.018  11.131
S  9.066  -14.048  10.682
O  9.562  -15.387  10.258
C  7.792  -14.233  11.905
C  6.421  -14.086  11.163
C  6.611  -14.209  9.635
C  7.831  -13.345  9.430
H  7.920  -13.373  12.562
H  7.952  -15.070  12.584
H  5.788  -14.849  11.616
H  6.052  -13.078  11.355
H  5.795  -13.710  9.112
H  6.785  -15.266  9.435
H  7.743  -12.299  9.724
H  8.322  -13.357  8.457
O  5.114  -10.194  8.268
S  6.203  -10.594  7.397
O  7.512  -10.962  7.968
C  5.570  -11.918  6.323
C  5.165  -11.423  4.984
C  6.060  -10.167  4.636
C  6.409  -9.343  5.913
H  4.805  -12.440  6.897
H  6.457  -12.536  6.183
H  5.243  -12.248  4.275
H  4.138  -11.102  5.155
H  5.629  -9.738  3.732
H  6.925  -10.747  4.314
H  5.748  -8.484  6.020
H  7.429  -8.990  6.069
C  15.177  -15.644  9.843
C  14.274  -16.652  9.792
C  13.176  -16.342  10.602
N  13.459  -15.262  11.289
C  14.724  -14.813  10.822
H  16.155  -15.655  9.383
H  14.430  -17.505  9.149
H  12.194  -16.789  10.562
H  12.916  -14.672  11.903
H  15.168  -13.912  11.218
C  11.733  -12.212  7.347
C  10.774  -13.108  6.914
C  10.919  -14.276  7.594
N  11.920  -14.117  8.501
C  12.454  -12.867  8.434
H  11.737  -11.170  7.062
H  10.071  -12.882  6.126
H  10.359  -15.189  7.449
H  12.062  -14.872  9.157
H  13.313  -12.681  9.061
C  14.522  -9.884  11.765
C  14.287  -10.548  13.013
C  13.436  -11.527  12.737
N  13.026  -11.544  11.458
C  13.582  -10.454  10.818
H  14.980  -8.916  11.626
H  14.750  -10.347  13.968
H  13.066  -12.268  13.430
H  12.396  -12.151  10.953
H  13.292  -10.176  9.815
C  8.681  -11.196  14.359
C  7.944  -9.983  14.185
C  8.648  -9.341  13.131
N  9.776  -10.010  12.799
C  9.760  -11.226  13.425
H  8.512  -11.997  15.063
H  6.972  -9.799  14.618
H  8.445  -8.400  12.641
H  10.524  -9.692  12.198
H  10.594  -11.876  13.208
C  5.933  -13.577  15.025
C  6.429  -14.500  16.004
C  5.581  -15.609  15.966
N  4.515  -15.300  15.089
C  4.767  -14.085  14.460
H  6.428  -12.634  14.845
H  7.257  -14.396  16.689
H  5.752  -16.516  16.526
H  3.738  -15.888  14.822
H  3.914  -13.699  13.922

Calculated values
Multiplicity: 1
ΔE to the lowest compared entry with this formula, charge and spin, eV: 1.970
SMILES string: O=S1(=O)CCCC1.O=S1(=O)CCCC1.O=S1(=O)CCCC1.O=S1(=O)CCCC1.c1cc[nH]c1.c1cc[nH]c1.c1cc[nH]c1.c1cc[nH]c1.c1cc[nH]c1
E_LUMO, eV: 0.2
HOMO level, eV: -7.8
Total charge: 0

***

# 2
Molecular formula: C16H48N2O8
Method: DFT, wB97M-V/def2-TZVPD

Atoms and positions in Å:
N  -4.256  2.726  0.563
C  -3.286  2.530  -0.231
N  -2.351  1.883  0.420
O  -3.136  3.164  -1.499
H  -4.955  3.392  0.287
H  -4.456  2.416  1.523
H  -1.634  1.444  -0.132
H  -2.734  1.181  1.125
C  -1.860  -2.331  -1.686
C  -3.220  -2.709  -1.214
C  -4.166  -2.609  -2.449
O  -3.323  -3.838  -0.698
H  -1.199  -3.186  -1.924
H  -1.127  -1.903  -0.956
H  -1.710  -1.680  -2.545
H  -3.532  -2.004  -0.385
H  -4.208  -1.545  -2.696
H  -5.192  -3.000  -2.382
H  -3.676  -3.181  -3.307
H  -2.958  -3.804  0.228
C  -1.831  -0.705  1.936
C  -1.433  -2.019  2.534
C  -0.224  -2.525  1.730
O  -1.124  -1.909  3.725
H  -0.886  -0.089  1.806
H  -2.687  -0.359  2.438
H  -2.169  -0.915  0.950
H  -2.287  -2.627  2.387
H  -0.070  -1.991  0.812
H  -0.145  -3.597  1.624
H  0.644  -2.330  2.282
H  -1.890  -2.121  4.222
C  3.249  3.091  3.223
C  2.762  2.408  1.936
C  1.444  1.691  2.214
O  2.593  3.131  0.909
H  4.008  2.595  3.791
H  2.527  3.248  4.076
H  3.620  4.064  2.867
H  3.526  1.623  1.787
H  0.680  2.365  2.500
H  1.393  0.824  2.940
H  1.223  1.193  1.313
H  1.660  3.467  0.864
C  4.159  -1.409  -1.587
C  3.353  -0.442  -0.753
C  2.983  0.762  -1.596
O  2.315  -0.920  -0.243
H  4.049  -2.365  -1.029
H  5.210  -1.221  -1.600
H  3.790  -1.501  -2.602
H  4.013  -0.019  0.050
H  2.202  0.529  -2.325
H  3.944  1.169  -2.025
H  2.632  1.625  -0.974
H  2.350  -0.612  0.647
C  1.797  -3.623  -2.137
O  1.344  -2.307  -2.162
H  1.982  -3.949  -1.090
H  2.659  -3.864  -2.637
H  1.085  -4.321  -2.465
H  1.784  -1.894  -1.420
C  -0.083  4.477  -0.416
O  -0.399  3.677  0.732
H  0.880  5.032  -0.319
H  -1.031  4.912  -0.723
H  0.048  3.776  -1.147
H  -1.039  3.027  0.573
C  -0.415  0.772  -1.903
O  -0.241  0.709  -0.590
H  0.038  -0.085  -2.319
H  -0.051  1.767  -2.379
H  -1.514  0.717  -2.036
H  0.518  0.102  -0.421

Calculated values
Multiplicity: 1
ΔE to the lowest compared entry with this formula, charge and spin, eV: 8.213
SMILES string: NC(N)=O.CC(C)O.CC(C)O.CC(C)O.CC(C)O.CO.CO.CO
E_LUMO, eV: 0.1
HOMO level, eV: -9.4
Total charge: 0

***

# 3
Molecular formula: C15H23BCrN6Si
Method: DFT, wB97M-V/def2-TZVPD

Atoms and positions in Å:
C  0.033  2.748  -0.271
N  0.222  1.627  -0.977
N  0.427  1.906  -2.311
C  0.439  3.231  -2.426
C  0.199  3.789  -1.163
B  0.507  0.701  -3.306
N  1.651  -0.202  -2.750
N  1.566  -0.648  -1.441
C  2.661  -1.433  -1.213
C  3.461  -1.419  -2.381
C  2.784  -0.637  -3.318
Cr  -0.035  -0.084  -0.480
N  -0.787  -0.158  -3.117
N  -1.109  -0.602  -1.814
C  -2.296  -1.289  -1.910
C  -2.756  -1.199  -3.235
C  -1.775  -0.484  -3.951
H  -2.710  -1.771  -1.013
H  -1.687  -0.165  -4.991
H  -3.681  -1.592  -3.646
H  0.703  1.043  -4.445
H  3.005  -0.345  -4.344
H  0.618  3.648  -3.420
H  4.401  -1.904  -2.529
H  0.155  4.843  -0.921
H  2.814  -1.944  -0.266
H  -0.197  2.660  0.796
H  0.224  -3.521  -0.313
C  0.183  -3.733  0.807
H  1.034  -3.132  1.207
H  -3.505  0.751  3.028
H  -0.745  -3.098  1.050
C  -1.215  1.086  4.834
Si  -0.554  0.142  3.346
C  1.100  0.923  2.943
C  -0.351  -1.636  3.829
C  -1.583  0.236  1.728
C  -2.621  0.491  2.440
H  -0.861  0.685  5.788
H  -2.307  1.104  4.897
H  -0.897  2.133  4.811
H  1.593  1.183  3.892
H  1.744  0.216  2.407
H  1.034  1.831  2.333
H  -1.096  -2.300  3.378
H  0.635  -1.988  3.516
H  -0.425  -1.689  4.922

Calculated values
Multiplicity: 5
ΔE to the lowest compared entry with this formula, charge and spin, eV: 1.602
<S²>: 6.03
E_LUMO (spin up / spin down), eV: -7.9 / -7.7
HOMO level (spin up / spin down), eV: -15.9 / -15.9
Total charge: +2

***

# 4
Molecular formula: C2H4N2O2
Method: DFT, wB97M-V/def2-TZVPD

Atoms and positions in Å:
C  0.194  -1.748  -0.293
C  0.931  -1.047  -0.910
N  1.739  -0.094  -1.404
O  2.715  -0.485  -2.032
O  1.423  1.069  -1.212
H  -0.333  -2.374  0.363
N  -1.458  1.098  1.173
H  -1.801  2.035  0.944
H  -1.113  1.096  2.165
H  -2.298  0.450  1.206

Calculated values
Multiplicity: 1
ΔE to the lowest compared entry with this formula, charge and spin, eV: 7.162
SMILES string: C#C[N+](=O)[O-].N
E_LUMO, eV: -0.8
HOMO level, eV: -10.3
Total charge: 0

***

# 5
Molecular formula: C3H6OS
Method: DFT, wB97M-V/def2-TZVPD

Atoms and positions in Å:
C  -1.262  0.331  0.115
C  0.258  0.685  -0.020
C  1.103  -0.507  -0.487
O  0.915  -1.614  0.200
S  2.184  -0.549  -1.702
H  -1.428  0.425  1.199
H  -2.016  1.065  -0.425
H  -1.478  -0.685  -0.306
H  0.695  0.771  0.921
H  0.560  1.622  -0.500
H  0.471  -1.544  1.005

Calculated values
Multiplicity: 1
ΔE to the lowest compared entry with this formula, charge and spin, eV: 1.006
SMILES string: CCC(O)=S
E_LUMO, eV: 0.4
HOMO level, eV: -8.6
Total charge: 0

***

# 6
Molecular formula: C4HNO
Method: DFT, wB97M-V/def2-TZVPD

Atoms and positions in Å:
O  -1.012  -0.360  -0.230
C  -0.145  0.309  0.576
C  1.163  0.018  0.129
C  2.345  -0.009  -0.149
C  -2.278  -0.081  -0.007
N  -3.407  0.144  0.104
H  3.377  -0.046  -0.423

Calculated values
Multiplicity: 1
ΔE to the lowest compared entry with this formula, charge and spin, eV: 3.096
E_LUMO, eV: -1.6
HOMO level, eV: -10.1
Total charge: 0

***

It is found that the electronic energy values, taken in the order of the records, are -3874.15406, -1349.52475, -2272.03889, -338.39001, -591.29603, -282.80345 Ha.